Entry from the OMol25 dataset: a cluster of 2 separate species, CH2N2O3Si in total in a non-equilibrium geometry (ωB97M-V/def2-TZVPD).

ORCA input file:
```
! RIJCOSX wB97M-V def2-TZVPD def2/J DEFGRID3
* xyz 0 1
C -2.654 0.453 1.823
N -3.720 0.446 2.226
N 2.564 -0.241 -1.926
O 3.308 -1.080 -2.368
O 1.301 -0.720 -1.674
O -0.488 0.948 -0.154
Si -0.957 0.494 1.207
H 0.780 -0.080 -1.127
H -0.133 -0.219 1.993
*
```

Calculated total energy   -663.9169 hartree
Energy relative to the best compared isomer or geometry (same formula, charge and spin)   214.51 kJ/mol
E_LUMO   -2.05 eV
Kohn-Sham gap   8.0 eV